A cluster of 2 separate species, C3H4OS in total in a non-equilibrium geometry, computed with ωB97M-V/def2-TZVPD.

Last column: natural (NBO) charge in e.
Atoms and positions in Å:
S (-0.500, 0.750, 2.095)  0.16
O (2.348, 0.751, -0.948)  -0.52
C (1.406, 0.904, -0.189)  0.38
C (-0.311, 0.034, 0.709)  -0.16
C (-0.969, -0.920, -0.229)  -0.74
H (-2.045, -1.049, 0.060)  0.24
H (1.310, 1.973, 0.110)  0.10
H (-0.202, -1.839, -0.254)  0.27
H (-1.038, -0.605, -1.355)  0.26

Calculated values
**Relative energy (zero: lowest compared OMol25 entry of this formula, charge and spin)**: 3.342 eV
**Lowest unoccupied orbital energy**: -0.4763 eV
**Gap between HOMO and LUMO**: 7.72 eV
**Max |F|**: 3.75 eV/A
**Net charge**: 0


The molecule C3H4OS2 in a non-equilibrium geometry, computed with ωB97M-V/def2-TZVPD.

Last column: natural (NBO) charge in e.
Atoms and positions in Å:
S (-2.048, 0.712, -0.499)  1.21
S (-2.360, -1.304, 0.053)  0.06
O (-2.126, 1.611, 0.597)  -0.91
C (-0.804, -0.547, -0.103)  -0.40
C (1.425, 0.317, -0.145)  -0.62
C (0.473, -0.846, 0.036)  -0.22
H (2.334, -0.177, -0.625)  0.22
H (0.705, -1.666, 0.788)  0.23
H (0.813, 1.047, -0.833)  0.21
H (1.586, 0.854, 0.732)  0.22

Calculated values
**Relative energy (zero: lowest compared OMol25 entry of this formula, charge and spin)**: 2.834 eV
**Lowest unoccupied orbital energy**: -0.0467 eV
**Gap between HOMO and LUMO**: 8.97 eV
**Max |F|**: 4.06 eV/A
**Net charge**: 0


The molecule C3H4OS2, computed with ωB97M-V/def2-TZVPD.

Last column: natural (NBO) charge in e.
Atoms and positions in Å:
S (1.082, -0.772, 0.655)  0.35
S (3.726, 0.135, -0.121)  0.20
O (-0.064, 2.058, 0.518)  -0.48
C (2.062, 0.250, -0.246)  -0.53
C (-0.543, -0.246, -0.014)  -0.65
C (-0.792, 1.234, 0.063)  0.44
H (-0.613, -0.564, -1.056)  0.25
H (3.986, -0.858, 0.764)  0.06
H (-1.781, 1.500, -0.365)  0.11
H (-1.307, -0.771, 0.565)  0.25

Calculated values
**Relative energy (zero: lowest compared OMol25 entry of this formula, charge and spin)**: 2.727 eV
**Lowest unoccupied orbital energy**: 0.1736 eV
**Gap between HOMO and LUMO**: 8.85 eV
**Max |F|**: 0.95 eV/A
**Net charge**: 0


The molecule C3H4P2 in a non-equilibrium geometry, computed with ωB97M-V/def2-TZVPD.

Last column: natural (NBO) charge in e.
Atoms and positions in Å:
P (1.944, 1.480, -0.874)  0.29
P (2.385, 0.529, 0.793)  0.35
C (-0.426, 0.216, 0.319)  -0.22
C (-1.488, -0.551, 0.011)  -0.41
C (0.971, 0.047, -0.171)  -0.85
H (1.007, -1.091, -0.769)  0.22
H (-0.537, 1.051, 1.044)  0.20
H (-2.473, -0.138, 0.259)  0.21
H (-1.383, -1.543, -0.612)  0.20

Calculated values
**Relative energy (zero: lowest compared OMol25 entry of this formula, charge and spin)**: 0.651 eV
**Lowest unoccupied orbital energy**: -0.9024 eV
**Gap between HOMO and LUMO**: 7.89 eV
**Max |F|**: 4.85 eV/A
**Net charge**: 0


The molecule C3H4S in a non-equilibrium geometry, computed with ωB97M-V/def2-TZVPD.

Last column: natural (NBO) charge in e.
Atoms and positions in Å:
S (-1.981, -0.077, -0.080)  -0.10
C (0.892, 0.832, -0.089)  -0.14
C (0.999, -0.415, 0.333)  -0.18
C (-0.165, -0.198, -0.565)  -0.36
H (1.130, 1.867, -0.144)  0.24
H (1.248, -1.103, 1.040)  0.22
H (-0.071, -0.197, -1.624)  0.20
H (-2.051, -0.708, 1.129)  0.13

Calculated values
**Relative energy (zero: lowest compared OMol25 entry of this formula, charge and spin)**: 1.952 eV
**Lowest unoccupied orbital energy**: 1.0698 eV
**Gap between HOMO and LUMO**: 9.82 eV
**Max |F|**: 4.19 eV/A
**Net charge**: 0


The molecule C3H4S in a non-equilibrium geometry, computed with ωB97M-V/def2-TZVPD.

Last column: natural (NBO) charge in e.
Atoms and positions in Å:
S (1.114, -1.363, 0.440)  0.05
C (0.530, 0.225, 0.904)  -0.58
C (-1.059, 0.407, -1.387)  -0.28
C (-0.452, 0.609, -0.373)  -0.02
H (-0.114, 0.311, 1.765)  0.24
H (1.470, 0.825, 0.875)  0.25
H (-1.431, 0.688, -2.350)  0.24
H (-0.059, -1.703, 0.127)  0.11

Calculated values
**Relative energy (zero: lowest compared OMol25 entry of this formula, charge and spin)**: 1.756 eV
**Lowest unoccupied orbital energy**: 0.8731 eV
**Gap between HOMO and LUMO**: 10.00 eV
**Max |F|**: 4.46 eV/A
**Net charge**: 0


The molecule C3H4S in a non-equilibrium geometry, computed with ωB97M-V/def2-TZVPD.

Last column: natural (NBO) charge in e.
Atoms and positions in Å:
S (1.367, -0.290, -0.034)  0.04
C (-1.702, -0.704, 0.046)  -0.27
C (-1.218, 0.529, -0.125)  -0.30
C (0.178, 0.804, 0.102)  -0.30
H (-1.167, -1.636, 0.171)  0.22
H (-2.742, -0.833, 0.140)  0.19
H (0.312, 1.896, 0.443)  0.20
H (-1.814, 1.442, -0.347)  0.22

Calculated values
**Relative energy (zero: lowest compared OMol25 entry of this formula, charge and spin)**: 0.294 eV
**Lowest unoccupied orbital energy**: -0.7242 eV
**Gap between HOMO and LUMO**: 8.01 eV
**Max |F|**: 1.79 eV/A
**Net charge**: 0


The molecule C3H4S3 in a non-equilibrium geometry, computed with ωB97M-V/def2-TZVPD.

Last column: natural (NBO) charge in e.
Atoms and positions in Å:
S (-1.453, -1.696, -0.253)  0.13
S (2.560, -0.308, -0.138)  0.15
S (-0.450, 1.998, -0.474)  -0.01
C (-0.325, 0.600, 0.703)  -0.60
C (1.200, -1.080, -0.504)  -0.35
C (-0.165, -0.745, -0.008)  -0.17
H (1.133, -1.937, -1.197)  0.22
H (-1.761, 1.728, -0.790)  0.13
H (0.515, 0.917, 1.334)  0.25
H (-1.254, 0.522, 1.329)  0.25

Calculated values
**Relative energy (zero: lowest compared OMol25 entry of this formula, charge and spin)**: 1.404 eV
**Lowest unoccupied orbital energy**: -2.0351 eV
**Gap between HOMO and LUMO**: 7.05 eV
**Max |F|**: 1.43 eV/A
**Net charge**: 0


A structure of composition C3H5AgLiO in a non-equilibrium geometry, computed with ωB97M-V/def2-TZVPD.

Last column: natural (NBO) charge in e.
Atoms and positions in Å:
Ag (3.926, 0.636, -1.337)  0.84
O (1.906, -0.358, -0.881)  -0.74
C (-1.398, -0.865, -0.103)  -0.37
C (1.073, 0.077, -0.025)  -0.14
C (-1.338, 0.604, 0.236)  -0.46
Li (0.180, -0.610, 1.581)  0.93
H (-1.091, 1.356, -0.511)  0.23
H (-1.128, -1.297, -1.065)  0.23
H (1.359, 1.034, 0.440)  0.06
H (-1.672, 1.085, 1.155)  0.22
H (-1.818, -1.662, 0.511)  0.21

Calculated values
**Relative energy (zero: lowest compared OMol25 entry of this formula, charge and spin)**: 1.546 eV
**Lowest unoccupied orbital energy**: -5.0979 eV
**Gap between HOMO and LUMO**: 5.57 eV
**Max |F|**: 6.27 eV/A
**Net charge**: +1


A structure of composition C3H5BCl2O2 in a non-equilibrium geometry, computed with ωB97M-V/def2-TZVPD.

Last column: natural (NBO) charge in e.
Atoms and positions in Å:
Cl (2.624, 1.606, -0.114)  -0.03
Cl (2.573, -1.634, -0.116)  0.05
O (-1.692, 0.216, 0.800)  -0.90
O (-2.016, -0.291, -1.558)  -0.86
C (1.362, -0.703, 0.650)  -0.20
C (1.193, 0.785, 0.508)  -0.27
C (0.246, 0.360, -0.601)  -0.52
B (-1.274, 0.029, -0.461)  1.05
H (0.632, 1.147, 1.305)  0.23
H (0.880, 0.350, -1.583)  0.24
H (-2.809, -0.692, -1.386)  0.48
H (-2.473, -0.098, 1.164)  0.49
H (0.754, -1.074, 1.392)  0.21

Calculated values
**Relative energy (zero: lowest compared OMol25 entry of this formula, charge and spin)**: 1.185 eV
**Lowest unoccupied orbital energy**: 0.1425 eV
**Gap between HOMO and LUMO**: 8.64 eV
**Max |F|**: 4.83 eV/A
**Net charge**: 0


A structure of composition C3H5BN2O2 in a non-equilibrium geometry, computed with ωB97M-V/def2-TZVPD.

Last column: natural (NBO) charge in e.
Atoms and positions in Å:
O (-1.656, -0.179, 2.318)  -0.91
O (0.005, -1.881, 1.866)  -0.94
N (1.040, 1.333, -0.074)  -0.50
N (-0.173, -0.076, -1.331)  -0.68
C (1.297, 1.596, -1.363)  0.01
C (0.134, 0.406, -0.100)  0.26
C (0.596, 0.685, -2.160)  -0.08
B (-0.614, -0.688, 1.600)  1.08
H (-0.856, -0.864, -1.447)  0.42
H (0.653, 0.536, -3.150)  0.18
H (-0.319, -2.549, 2.518)  0.50
H (1.819, 2.382, -1.716)  0.18
H (-1.926, -0.701, 3.041)  0.49

Calculated values
**Spin multiplicity**: 3
**Relative energy (zero: lowest compared OMol25 entry of this formula, charge and spin)**: 2.230 eV
**Lowest unoccupied orbital energy (alpha / beta)**: 0.0576 / -1.3169 eV
**Gap between HOMO and LUMO (alpha / beta)**: 3.78 / 8.34 eV
**Max |F|**: 7.50 eV/A
**Net charge**: 0


The molecule C3H5Br in a non-equilibrium geometry, computed with ωB97M-V/def2-TZVPD.

Last column: natural (NBO) charge in e.
Atoms and positions in Å:
Br (-2.373, -0.065, 0.231)  0.10
C (0.354, -1.101, 0.163)  -0.67
C (0.001, 1.497, -0.227)  -0.40
C (-0.559, 0.111, 0.015)  -0.12
H (-0.109, -1.959, 0.461)  0.23
H (0.848, -1.380, -0.827)  0.23
H (-0.501, 2.419, -0.265)  0.21
H (1.262, -0.974, 0.859)  0.23
H (1.077, 1.452, -0.411)  0.19

Calculated values
**Relative energy (zero: lowest compared OMol25 entry of this formula, charge and spin)**: 0.940 eV
**Lowest unoccupied orbital energy**: 0.7537 eV
**Gap between HOMO and LUMO**: 9.42 eV
**Max |F|**: 7.76 eV/A
**Net charge**: 0


A structure of composition C3H5BrN2O2S in a non-equilibrium geometry, computed with ωB97M-V/def2-TZVPD.

Last column: natural (NBO) charge in e.
Atoms and positions in Å:
Br (3.141, -3.379, -0.979)  0.31
S (1.583, -1.452, 0.859)  0.49
O (3.494, -1.635, -3.060)  -0.49
O (2.124, -0.234, -4.051)  -0.41
N (1.668, -0.726, -2.055)  -0.36
N (2.512, -0.870, -3.074)  0.56
C (-0.889, -0.359, 0.779)  -0.63
C (0.511, -0.009, 0.328)  -0.50
C (2.173, -1.855, -0.658)  -0.16
H (-1.077, -0.194, 1.834)  0.21
H (-1.680, 0.187, 0.243)  0.24
H (0.757, 1.024, 0.652)  0.24
H (-1.053, -1.356, 0.681)  0.21
H (0.726, -0.018, -0.702)  0.29

Calculated values
**Lowest unoccupied orbital energy (alpha / beta)**: -1.7776 / -1.7777 eV
**Gap between HOMO and LUMO (alpha / beta)**: 7.86 / 7.86 eV
**Max |F|**: 4.86 eV/A
**Net charge**: 0


The ion C3H5BrN3 with charge +1 in a non-equilibrium geometry, computed with ωB97M-V/def2-TZVPD.

Last column: natural (NBO) charge in e.
Atoms and positions in Å:
Br (1.340, -0.949, 2.214)  0.53
N (-0.594, -1.949, -0.488)  -0.51
N (1.306, -0.364, 0.497)  -0.29
N (-1.324, 0.303, -0.307)  -0.32
C (-1.467, -1.104, -0.200)  0.27
C (-0.436, 1.127, -0.377)  0.23
C (1.027, 0.937, 0.083)  -0.41
H (-0.550, 2.137, -0.794)  0.26
H (1.367, 1.801, 0.901)  0.28
H (0.358, -1.994, -0.809)  0.43
H (1.447, 1.360, -0.853)  0.31
H (-2.475, -1.305, 0.132)  0.22

Calculated values
**Relative energy (zero: lowest compared OMol25 entry of this formula, charge and spin)**: 5.686 eV
**Lowest unoccupied orbital energy (alpha / beta)**: -8.0796 / -8.0716 eV
**Gap between HOMO and LUMO (alpha / beta)**: 6.22 / 6.23 eV
**Max |F|**: 4.74 eV/A
**Net charge**: +1


A structure of composition C3H5BrN3 in a non-equilibrium geometry, computed with ωB97M-V/def2-TZVPD.

Last column: natural (NBO) charge in e.
Atoms and positions in Å:
Br (-0.781, 3.310, -0.440)  0.23
N (-0.799, 0.591, -0.515)  -0.52
N (-0.697, -2.263, 0.075)  -0.72
N (0.935, -0.173, 0.576)  -0.50
C (-0.041, 1.671, -0.081)  0.01
C (-0.205, -0.463, -0.022)  0.61
C (1.128, 1.198, 0.456)  -0.07
H (-1.501, -2.288, -0.589)  0.38
H (-0.008, -2.842, -0.329)  0.38
H (2.093, 1.509, 0.833)  0.28
H (-1.605, 0.553, -1.100)  0.47
H (1.481, -0.803, 1.134)  0.47

Calculated values
**Relative energy (zero: lowest compared OMol25 entry of this formula, charge and spin)**: 0.928 eV
**Lowest unoccupied orbital energy**: -3.7419 eV
**Gap between HOMO and LUMO**: 10.13 eV
**Max |F|**: 7.70 eV/A
**Net charge**: +1


The ion C3H5BrN3O2 with charge +1 in a non-equilibrium geometry, computed with ωB97M-V/def2-TZVPD.

Last column: natural (NBO) charge in e.
Atoms and positions in Å:
Br (0.626, -2.853, -1.676)  0.20
O (-1.936, -0.914, -0.084)  -0.57
O (0.822, 1.957, 2.217)  -0.44
N (0.147, -0.213, -0.451)  -0.24
N (-0.696, 0.407, 1.452)  -0.61
N (0.000, -0.943, -1.651)  -0.50
C (-0.916, -0.327, 0.343)  0.82
C (0.484, 1.224, 1.342)  0.69
C (1.025, 0.837, 0.007)  -0.36
H (0.532, -0.505, -2.416)  0.42
H (-1.276, 0.463, 2.330)  0.48
H (2.098, 0.754, 0.162)  0.29
H (0.872, 1.699, -0.758)  0.27
H (-1.783, -1.586, -0.817)  0.57

Calculated values
**Relative energy (zero: lowest compared OMol25 entry of this formula, charge and spin)**: 0.287 eV
**Lowest unoccupied orbital energy**: -5.2394 eV
**Gap between HOMO and LUMO**: 9.32 eV
**Max |F|**: 3.56 eV/A
**Net charge**: +1


The molecule C3H5BrO2 in a non-equilibrium geometry, computed with ωB97M-V/def2-TZVPD.

Last column: natural (NBO) charge in e.
Atoms and positions in Å:
Br (-0.574, 0.324, 2.983)  0.27
O (0.246, 0.929, 1.456)  -0.69
O (-0.092, -0.216, -1.893)  -0.47
C (1.168, -0.101, 0.362)  -0.04
C (0.095, -0.597, -0.584)  0.00
C (-1.042, 0.286, -0.966)  -0.09
H (-1.921, -0.308, -1.100)  0.18
H (1.555, 0.798, 0.006)  0.21
H (-1.228, 1.352, -0.693)  0.22
H (-0.057, -1.670, -0.450)  0.18
H (1.850, -0.798, 0.879)  0.22

Calculated values
**Relative energy (zero: lowest compared OMol25 entry of this formula, charge and spin)**: 4.522 eV
**Lowest unoccupied orbital energy**: -0.3453 eV
**Gap between HOMO and LUMO**: 9.18 eV
**Max |F|**: 3.79 eV/A
**Net charge**: 0


The molecule C3H5BrS in a non-equilibrium geometry, computed with ωB97M-V/def2-TZVPD.

Last column: natural (NBO) charge in e.
Atoms and positions in Å:
Br (-2.559, -0.553, 0.285)  -0.09
S (-0.128, 1.606, -0.051)  0.27
C (-0.747, 0.211, 0.872)  -0.42
C (0.882, 0.584, -1.052)  -0.55
C (0.256, -0.889, 0.397)  -0.35
H (0.351, 0.308, -1.954)  0.20
H (1.930, 0.776, -1.208)  0.22
H (-0.947, 0.713, 1.876)  0.26
H (1.075, -1.054, 1.089)  0.22
H (-0.113, -1.702, -0.252)  0.24

Calculated values
**Relative energy (zero: lowest compared OMol25 entry of this formula, charge and spin)**: 2.674 eV
**Lowest unoccupied orbital energy**: 0.0500 eV
**Gap between HOMO and LUMO**: 8.75 eV
**Max |F|**: 4.07 eV/A
**Net charge**: 0


A structure of composition C3H5BrS in a non-equilibrium geometry, computed with ωB97M-V/def2-TZVPD.

Last column: natural (NBO) charge in e.
Atoms and positions in Å:
Br (1.372, -1.680, -2.800)  0.02
S (-1.238, -1.077, -1.417)  0.72
C (-1.851, -0.561, 0.056)  -0.84
C (1.238, -0.149, -0.462)  -0.69
C (0.320, -0.648, -1.510)  -0.36
H (-2.898, -0.122, 0.156)  0.23
H (-1.401, -0.579, 1.032)  0.22
H (1.380, -0.858, 0.352)  0.23
H (0.967, 0.687, 0.044)  0.23
H (2.218, 0.101, -0.882)  0.24

Calculated values
**Relative energy (zero: lowest compared OMol25 entry of this formula, charge and spin)**: 2.612 eV
**Lowest unoccupied orbital energy (alpha / beta)**: -0.2635 / -0.1875 eV
**Gap between HOMO and LUMO (alpha / beta)**: 7.40 / 7.74 eV
**Max |F|**: 3.48 eV/A
**Net charge**: 0


The molecule C3H5BrS in a non-equilibrium geometry, computed with ωB97M-V/def2-TZVPD.

Last column: natural (NBO) charge in e.
Atoms and positions in Å:
Br (1.473, -1.322, -2.212)  0.06
S (1.264, 1.515, -0.415)  0.02
C (0.972, -0.461, -0.532)  -0.28
C (-0.210, 0.374, -0.369)  -0.33
C (-0.976, 0.119, 0.830)  -0.63
H (-0.181, -0.017, 1.621)  0.21
H (-0.662, 0.676, -1.229)  0.23
H (1.263, -1.007, 0.391)  0.24
H (-1.434, -0.912, 0.882)  0.24
H (-1.509, 1.034, 1.034)  0.24

Calculated values
**Relative energy (zero: lowest compared OMol25 entry of this formula, charge and spin)**: 1.002 eV
**Lowest unoccupied orbital energy**: 0.4456 eV
**Gap between HOMO and LUMO**: 9.53 eV
**Max |F|**: 2.94 eV/A
**Net charge**: 0


E list, top to bottom, in Ha: -590.00185 -988.22807 -988.23197 -799.31888 -514.77082 -514.77800 -514.83175 -1311.21847 -346.61315 -1213.04760 -402.01878 -2691.25166 -3349.22914 -2855.09893 -2855.27379 -3005.75850 -2841.63269 -3089.39073 -3089.39302 -3089.45217